(1)
# C37H36AsIN3O5Rh

A molecular structure, C37H36AsIN3O5Rh at a distorted geometry (ωB97M-V with the def2-TZVPD basis set, OMol25).

**LUMO (spin up / spin down)**: -6.392 / -6.392 eV
**Gap between HOMO and LUMO (spin up / spin down)**: 6.649 / 6.650 eV
**HOMO energy (spin up / spin down)**: -13.041 / -13.041 eV

```
! wB97M-V def2-TZVPD RIJCOSX def2/J DEFGRID3
* xyz 2 1
O 0.25345 1.94452 -0.57037
C 4.15865 2.42862 -3.28898
C -3.49990 3.75314 0.19537
H -1.96532 -0.16887 6.13830
C -3.32116 -2.60296 0.49787
N 0.97742 -0.70966 3.10167
H -3.18411 2.18865 1.70962
H 5.40463 0.98517 5.50900
H -0.77902 4.90150 0.20541
Rh 0.73022 -0.69895 1.10245
C 2.18042 -0.26576 3.74136
C 3.24728 0.26126 3.02268
H 1.04886 -3.39525 -1.33888
H 1.96413 -5.54212 -2.17950
H -1.72736 0.24612 -1.39783
C 1.44983 -2.35413 -3.17294
H 2.62047 3.68431 -4.09855
C -0.83780 -0.16117 -3.30164
H -4.30917 -2.24879 4.86278
H -4.17214 -3.27887 0.48300
H -1.09153 3.36325 1.85579
H 5.21143 1.12406 3.04952
C -2.01633 -1.24408 5.95370
H -2.53421 3.69121 -1.74956
H -0.47257 3.61398 -0.82622
H 1.96974 -1.55283 -5.11064
H 0.81139 2.04523 -3.66891
H -2.82038 -1.63729 6.57658
C 4.40116 0.71575 3.63826
O -0.31819 0.91699 1.36857
H -4.46395 3.52584 -0.25366
H -3.65863 4.49197 0.98315
H 3.70385 -0.70363 -2.08480
C 3.47708 0.06707 5.75182
H -3.89288 0.97707 -2.39614
H 4.94611 3.14566 -3.47945
O -0.75176 -1.77078 6.34386
C -0.34398 1.85493 0.49017
C 1.44943 -3.46834 -2.34144
H -2.86667 1.69160 0.04354
H -0.07486 -0.20553 4.76819
H 5.49593 0.95086 -2.49122
C -2.32860 -1.53218 4.50237
H -4.18024 0.95204 -4.84742
C 2.14386 0.59701 -2.80564
As 0.79374 -0.70847 -2.48585
C -2.21058 0.20681 -5.23455
C -1.00512 -0.20075 -4.68178
C 1.95328 -4.67007 -2.81926
C 2.33392 -0.39487 5.12291
H -0.20940 -0.55102 -5.32729
C -2.50877 4.27668 -0.83194
N -3.84626 -2.38448 2.85554
C -3.07284 0.66626 -3.03227
C 2.44224 -4.75191 -4.11517
C -0.09882 -0.74362 3.82751
C 4.46849 1.19805 -2.72388
C -3.23935 0.64358 -4.41144
N -1.16577 4.04372 -0.18039
H 3.56442 -0.02688 6.82542
C -1.33744 -1.39410 3.49643
H -3.61561 -1.67606 -0.00312
C -3.53316 -2.06358 4.12943
C 1.83386 1.81906 -3.39059
O 0.42233 -0.96504 -0.87162
C 1.94814 -2.42818 -4.47163
C -2.93820 -2.29872 1.91503
H -2.48980 -3.02742 -0.05991
I 3.10232 0.44937 0.94495
H -0.84738 -2.70802 6.54516
H 1.56560 -0.88920 5.70507
H -2.62642 5.32924 -1.07335
H 2.83176 -5.69082 -4.48532
C 2.84773 2.73533 -3.63086
C -1.32669 2.96820 0.87012
C -1.86937 0.26465 -2.47142
O -0.69036 -1.97403 1.26934
C 2.43905 -3.63495 -4.94161
H 2.82572 -3.70335 -5.94938
H -2.34991 0.17262 -6.30647
C 3.46084 0.27485 -2.48675
C -1.60588 -1.88892 2.21861
C -2.79104 2.51977 0.75225
C 4.51016 0.62960 5.01684
*
```

---

(2)
# C37H36BCaClN10O

A molecular structure, C37H36BCaClN10O (ωB97M-V with the def2-TZVPD basis set, OMol25).

**Energy above the lowest of the compared OMol25 structures with the same formula, charge and spin**: 0.0 kJ/mol
**LUMO**: -0.560 eV
**Gap between HOMO and LUMO**: 6.780 eV
**HOMO energy**: -7.340 eV

```
! wB97M-V def2-TZVPD RIJCOSX def2/J DEFGRID3
* xyz 0 1
H -3.58629 3.75831 0.15318
N 2.13200 1.93048 -0.25005
C -1.56892 1.18418 -5.13763
H 2.12486 -3.78076 -2.85012
H -3.78173 -0.23893 -2.93604
C 0.22097 3.43504 -0.11872
H 6.28333 -2.56569 0.78278
H -2.55918 -2.22812 4.48141
C -1.48378 -2.30485 4.64218
C 0.49198 0.43278 3.19851
C -1.74517 4.84165 0.04750
H 1.85805 1.83498 4.05252
C -4.55101 -1.17344 -0.07872
C -4.40205 -2.77217 1.93983
H -2.44916 1.55781 -0.00345
C -0.33833 4.72644 -0.04958
C 0.02496 -0.21808 4.34097
N -0.56984 2.31642 -0.11599
N -2.36090 -0.74399 -0.31885
H -3.89420 -3.73370 1.97531
C 5.53371 0.65836 0.14329
H -0.64977 -5.07670 2.30299
C 1.34953 1.65257 3.10617
C 1.07603 -4.30253 -0.37877
H 1.04419 -5.52387 2.06857
H -1.23151 3.28422 -4.77914
C 0.34507 -4.68916 2.08135
C 6.28281 -0.44576 0.43866
C -1.08363 2.27419 -4.42744
C 0.38157 -3.98298 0.76773
C 1.84519 5.70281 -0.17957
H -4.31907 -2.31925 2.92891
H 6.00520 1.63290 0.09813
O 2.29260 -0.87346 -0.34619
H 2.50151 6.56227 -0.20690
H -2.95866 1.08813 -2.14061
H -1.73952 -0.96690 -5.16214
H -1.29273 -2.17357 5.70613
H -1.18647 -3.31382 4.35986
Ca 0.35654 0.00520 -0.26538
C 1.31637 -3.07761 -2.65371
H 0.00360 2.85092 -2.67142
C -3.85444 -1.87937 0.87827
C 0.49922 5.86671 -0.08267
H 1.73024 -5.14357 -0.53314
C -2.29168 1.38570 -6.37249
H 3.48790 4.34697 -0.30432
H 0.62792 -4.01832 2.89377
C -3.75869 0.35880 -2.02317
N 0.04249 -0.16885 2.10571
N -0.30556 -2.84172 0.54093
H -0.52647 -1.21045 -3.01896
N -0.71986 -1.22565 2.52156
C 5.67517 -1.70682 0.52865
N -0.07070 -2.40961 -0.74260
H 0.22272 0.03574 5.36801
H 0.56063 -3.22519 -3.42882
H 0.75267 2.53718 2.87093
C 3.41363 1.76917 -0.23340
H -5.45939 -2.94615 1.74304
C 0.76402 -3.28276 -1.28166
H -1.80534 -3.12214 2.17728
C 3.52555 -0.73724 -0.05352
C 1.64351 3.27460 -0.21802
H 2.10493 1.54231 2.32895
H 4.07414 2.63714 -0.26609
C -3.56663 -0.50137 -0.81321
H 3.84943 -2.82017 0.34634
C 4.14854 0.54076 -0.08272
H -4.70581 0.89669 -1.96239
C -1.86487 2.46691 -0.01727
N -2.54114 -1.60228 0.72984
N -2.86650 1.54571 -7.35254
H 1.73055 -2.07240 -2.75119
Cl 7.99970 -0.30403 0.72780
C -2.50926 3.71964 0.07100
C 2.41286 4.41320 -0.24117
C -1.36320 -0.09625 -4.64632
H -2.19076 5.82697 0.10614
H -5.61517 -1.17559 -0.23971
C 4.33358 -1.85387 0.29531
N -0.18532 0.80614 -2.76659
C -0.67312 -0.22800 -3.45117
C -0.39887 2.02944 -3.24989
B -1.36445 -2.23350 1.51463
C -0.73554 -1.27077 3.86834
H 0.05524 6.85196 -0.02904
*
```

---

(3)
# C37H36BNO4

2 unconnected molecules or ions with the total composition C37H36BNO4 at a distorted geometry (ωB97M-V with the def2-TZVPD basis set, OMol25).

**Energy above the lowest of the compared OMol25 structures with the same formula, charge and spin**: 272.9 kJ/mol
**LUMO**: -3.283 eV
**Gap between HOMO and LUMO**: 2.572 eV
**HOMO energy**: -5.854 eV

```
! wB97M-V def2-TZVPD RIJCOSX def2/J DEFGRID3
* xyz 0 1
C 2.39910 -2.00479 -0.18302
O -3.68500 -2.07961 2.77975
H -3.98169 -2.48994 6.01750
O -3.76582 0.66002 1.76067
H 3.70237 3.57843 0.62724
C -4.62291 1.09363 0.77844
C 0.79051 1.69622 -3.04516
H -1.47953 -3.77902 1.74884
H -2.26527 2.06316 -4.58006
H 2.10151 -1.40207 -1.04832
C -0.69862 -1.73597 1.54762
H 3.77908 -2.71254 -3.79370
C -0.62410 1.73473 3.00086
H -6.29591 2.27092 0.36329
C 0.43733 2.03162 3.91854
C -1.20123 1.83523 -4.45443
C 1.55491 1.50791 -4.23707
O 0.33925 -0.18077 3.60860
C 4.82443 0.30828 -1.66600
C -0.67729 0.36740 2.86040
H -5.85432 -3.89682 4.50460
H -2.36988 -0.62485 -0.91205
C -5.70478 1.94661 1.21921
H 0.77520 1.80569 -0.86164
H -1.26259 2.45479 2.50301
H 5.80809 1.82651 -0.51672
B -1.65293 -0.64599 2.14314
H 0.80894 -4.46980 0.42146
C 3.13928 -0.81848 -2.98123
H -4.63678 0.82822 -1.40225
H 1.53544 1.03399 -6.33293
C -0.70645 -3.10810 1.40870
H -2.19519 1.01756 -6.75763
C -3.71717 -2.22233 5.00211
C 3.50540 0.26455 -2.17472
H 4.74169 4.08500 -0.73792
C 0.98950 0.82710 4.27600
C -5.40224 -3.57700 3.56248
C -4.33390 -2.64074 3.85359
H 2.70748 -0.26487 4.82070
C -0.45803 1.34746 -5.54635
H 3.10626 -1.41318 0.41336
H -0.73129 1.42915 -7.71170
H 0.72801 3.00404 4.29481
C -0.58762 2.01465 -3.22625
C -2.97330 -0.09884 -0.17831
C 2.78092 1.41468 -1.62356
C -4.17222 0.64962 -0.44003
C 0.49441 -3.48442 0.73697
C -2.73788 -0.04211 1.17577
H 6.67869 -0.67131 -1.28100
C 5.31037 -1.85256 -2.53621
C 5.72517 -0.73643 -1.79847
H 2.15571 -0.83126 -3.45826
C 3.79566 2.20399 -0.98905
C -2.63353 -1.36954 4.60467
H -6.37506 1.43041 1.91456
H -0.86805 -0.15771 -6.95645
H -6.17357 -3.11867 2.93470
N 4.94982 1.49556 -0.95212
H 5.94599 -2.73373 -2.59659
H -5.30458 2.83876 1.71221
C 1.97624 0.42348 5.25350
C 4.05162 -1.86828 -3.15703
H -1.96899 -0.83192 5.27547
H 1.50357 -0.05890 6.11871
H 2.90305 -2.90363 -0.55989
H 2.50556 1.30206 5.62497
H 2.64202 1.49738 -4.19038
C -1.10665 0.90632 -6.81803
C 1.38132 1.61120 -1.75301
H -1.14041 2.39794 -2.36638
H -5.00452 -4.46070 3.04835
C 3.79963 3.58153 -0.46814
C 0.93793 1.28781 -5.45259
H 2.97803 4.13841 -0.92401
C -2.61165 -1.34039 3.22975
C 1.20089 -2.32177 0.54785
O 0.49057 -1.26295 1.05624
*
```

---

Number 1: DFT total energy -4615.52291 hartree. Number 2: DFT total energy -3217.28931 hartree. Number 3: DFT total energy -1811.93194 hartree.